(1)
# C34H51F9N4O17S2

6 unconnected molecules or ions with the total composition C34H51F9N4O17S2 in a non-equilibrium geometry (wB97M-V/def2-TZVPD, the Open Molecules 2025 dataset).

The geometry in ORCA input format:
```
! RIJCOSX wB97M-V def2-TZVPD def2/J DEFGRID3
* xyz 0 1
C 3.2738 -3.7141 2.9554
C 1.9395 -4.4803 2.5958
C 2.1439 -5.9173 2.0223
N 0.8232 -3.8863 2.8632
C -0.0252 -3.5104 1.7366
C -0.8691 -4.8176 1.3164
N -2.3458 -4.6165 1.3560
O -1.0537 -2.7117 2.4240
C -1.4178 -1.5738 1.7211
O -1.9041 -0.6006 2.2088
C -0.9672 -1.9189 0.2592
C 0.4694 -2.4953 0.6314
C 1.4065 -1.4555 1.3437
C 1.2990 0.0448 0.8652
C 0.9692 1.0013 2.1111
S 0.2447 2.5533 1.3669
C -1.5421 2.3423 1.1577
S -2.5493 2.9831 2.2973
N -2.1489 1.6370 0.0777
C -3.3533 0.9620 -0.0129
C -3.5704 0.3935 -1.3103
N -2.4075 0.8013 -2.0147
C -1.6112 1.5194 -1.2279
C 0.9358 -3.1185 -0.7384
F -0.0618 -3.7590 -1.4323
F 1.9034 -4.0954 -0.4460
C 1.6202 -2.1227 -1.7381
F 2.8399 -1.6582 -1.2825
F 0.8757 -0.9740 -1.9688
C 1.9024 -2.7158 -3.1928
F 3.1095 -2.1878 -3.6168
F 2.0518 -4.0731 -3.2322
C 0.8485 -2.2964 -4.2908
F 1.0529 -3.1439 -5.3607
F -0.4422 -2.4575 -3.9252
F 1.0386 -1.0457 -4.7783
H 3.0678 -2.8279 3.5952
H 3.9192 -4.4420 3.5280
H 3.8452 -3.4581 2.0277
H 1.7212 -6.0788 1.0004
H 1.6494 -6.6349 2.7347
H 3.2317 -6.1855 1.9758
H -0.5337 -5.3114 0.3722
H -0.6658 -5.5683 2.1316
H -2.7049 -4.7614 2.2942
H -2.7999 -5.2154 0.6696
H -1.0346 -1.0078 -0.3791
H -1.7634 -2.6205 -0.0795
H 1.2955 -1.4472 2.4609
H 2.4621 -1.7826 1.1306
H 0.5214 0.2729 0.1096
H 2.3173 0.3765 0.5231
H 0.2681 0.5238 2.8364
H 1.8846 1.3434 2.6480
H -4.0373 0.8790 0.8549
H -4.4179 -0.2123 -1.6796
H -0.6487 1.9455 -1.5636
C -2.1267 -0.4216 8.6207
O -3.1088 -0.9898 7.7571
C -2.6679 -1.2444 6.5173
O -1.5553 -1.0357 6.1073
O -3.6783 -1.7689 5.8190
C -3.3493 -2.0929 4.4645
H -2.5955 -0.2603 9.5900
H -1.2863 -1.1046 8.7505
H -1.7847 0.5397 8.2356
H -2.5585 -2.8424 4.4293
H -3.0562 -1.2001 3.9136
H -4.2418 -2.5096 3.9978
C 0.0111 8.8548 -0.2390
O -0.0463 8.3233 -1.5631
C -0.1551 6.9867 -1.6145
O -0.2046 6.2457 -0.6681
O -0.2011 6.6216 -2.9000
C -0.3193 5.2123 -3.1065
H 0.0962 9.9368 -0.3233
H -0.9011 8.6199 0.3103
H 0.8870 8.4773 0.2903
H -1.2451 4.8354 -2.6696
H 0.5438 4.6893 -2.6919
H -0.3469 5.0390 -4.1804
C 3.9596 -11.2040 -1.6347
O 3.0303 -10.1455 -1.8650
C 3.5414 -8.9207 -1.6971
O 4.6743 -8.6642 -1.3808
O 2.5732 -8.0305 -1.9418
C 2.9802 -6.6693 -1.7997
H 3.4349 -12.1432 -1.7998
H 4.7932 -11.1437 -2.3350
H 4.3199 -11.1832 -0.6057
H 3.7748 -6.4288 -2.5069
H 3.3018 -6.4688 -0.7769
H 2.1206 -6.0427 -2.0195
C -8.3257 5.7666 -0.3886
O -7.1021 5.5931 0.3237
C -6.0163 5.5344 -0.4575
O -6.0052 5.6144 -1.6588
O -4.9484 5.3718 0.3294
C -3.7093 5.2920 -0.3743
H -9.1302 5.7997 0.3441
H -8.3198 6.7067 -0.9412
H -8.5024 4.9266 -1.0612
H -3.5198 6.2139 -0.9264
H -3.7028 4.4320 -1.0464
H -2.9180 5.1612 0.3611
C 2.7007 7.7374 -2.6852
O 3.7405 8.1144 -3.5897
C 4.2939 7.0890 -4.2435
O 3.9908 5.9289 -4.1274
O 5.2444 7.5755 -5.0504
C 5.9252 6.5832 -5.8170
H 2.3261 8.6415 -2.2117
H 1.8819 7.2630 -3.2186
H 3.0908 7.0769 -1.9080
H 5.2303 6.0617 -6.4759
H 6.4389 5.8771 -5.1637
H 6.6674 7.0930 -6.4288
*
```

Summary:
E_HOMO ... -8.544 eV
Orbital gap ... 7.634 eV

Results of the Mulliken charge analysis, in e, for atoms 1 through 5: -1.481, 0.898, -1.019, -0.549, -0.100

---

(2)
# C34H52BBrFN3O7

3 unconnected molecules or ions with the total composition C34H52BBrFN3O7 in a non-equilibrium geometry (wB97M-V/def2-TZVPD, the Open Molecules 2025 dataset).

The geometry in ORCA input format:
```
! RIJCOSX wB97M-V def2-TZVPD def2/J DEFGRID3
* xyz 0 1
C 0.0997 -2.8218 -0.0629
C 1.2308 -3.4158 0.9043
C 1.8831 -2.3386 1.8808
N 3.2835 -1.9475 1.4813
C 3.1531 -1.0652 0.3200
C 3.2090 -1.6683 -1.0190
C 3.0333 -0.8170 -2.2175
C 3.0392 -1.3927 -3.6590
B 4.5783 -1.3906 -4.1813
O 4.9068 -1.1796 -5.5441
O 5.6376 -1.6377 -3.2530
C 2.8117 0.6060 -1.9945
C 2.7591 1.2203 -0.6462
C 2.9327 0.3859 0.5237
C 2.4717 2.7594 -0.5845
O 3.0808 3.5016 0.1465
C 1.3641 3.2299 -1.5922
C 0.3192 4.1856 -1.1972
C 0.3306 4.7426 0.2580
C 0.8350 6.2229 0.4009
O 1.4083 6.5353 1.3954
Br 0.5609 7.6367 -0.9349
C -0.7015 4.5190 -2.2219
C -1.8684 5.5026 -1.8227
C -3.2325 4.8088 -2.2493
F -4.2730 5.7045 -1.8357
C -0.6278 3.9266 -3.5581
C 0.4221 2.9640 -3.9624
C 0.4480 2.3257 -5.3776
C -0.9188 1.6053 -5.7888
C -1.6802 0.9479 -4.5685
C -1.8164 2.5624 -6.6860
C 1.4257 2.6193 -2.9410
C 2.5710 1.5767 -3.1988
O 3.2393 1.5357 -4.2083
H 0.3022 -3.1237 -1.1289
H 0.0005 -1.7052 0.0188
H -0.9076 -3.2691 0.1867
H 1.9741 -3.9747 0.2819
H 0.7005 -4.1859 1.5361
H 1.2213 -1.4313 2.0319
H 1.9732 -2.7937 2.9107
H 3.5797 -1.3214 2.2367
H 3.3507 -2.7755 -1.0882
H 2.6743 -2.4504 -3.7369
H 2.4648 -0.7486 -4.3829
H 5.4216 -0.3557 -5.6243
H 5.9021 -0.7782 -2.8721
H 2.8674 0.8708 1.5221
H -0.7275 4.6605 0.6478
H 0.9540 4.1308 0.9549
H -1.7685 6.5101 -2.2898
H -1.9220 5.5568 -0.6999
H -3.3858 3.8688 -1.6492
H -3.3113 4.6452 -3.3503
H -1.3809 4.1705 -4.3514
H 1.2427 1.5322 -5.4607
H 0.7468 3.1077 -6.1359
H -0.6091 0.7514 -6.4606
H -1.0396 0.7521 -3.6730
H -2.5855 1.5748 -4.3508
H -2.0855 -0.0592 -4.8847
H -2.0841 2.0092 -7.6223
H -1.2125 3.4696 -6.9716
H -2.7130 2.8955 -6.1048
C -4.1166 1.2093 3.3050
C -3.3960 0.6271 2.0921
C -2.5768 -0.6402 2.4017
O -1.3599 -0.4049 3.0863
C -1.4953 -0.1857 4.4797
N -2.5611 1.6742 1.4873
H -3.4540 1.7740 3.9614
H -4.9005 1.8981 2.9829
H -4.5913 0.4214 3.8960
H -4.1655 0.3445 1.3663
H -2.2879 -1.0937 1.4480
H -3.1812 -1.3896 2.9294
H -2.2980 -0.7876 4.9161
H -1.6626 0.8743 4.6819
H -0.5547 -0.4610 4.9608
H -2.1680 1.3178 0.6183
H -1.7470 1.7972 2.0879
C -1.5441 -6.4226 5.7976
C -1.3877 -4.9047 5.7715
C -0.7782 -4.3630 4.4649
O 0.6216 -4.5753 4.3334
C 0.9815 -5.8824 3.9316
N -0.6089 -4.4881 6.9440
H -0.6066 -6.9421 5.9963
H -2.2390 -6.7163 6.5872
H -1.9447 -6.7930 4.8499
H -2.3917 -4.4764 5.8608
H -0.9110 -3.2758 4.4584
H -1.3106 -4.7438 3.5834
H 0.2617 -6.3131 3.2292
H 1.0940 -6.5291 4.8042
H 1.9554 -5.8295 3.4415
H -0.5985 -3.4713 6.9855
H 0.3640 -4.7321 6.7646
*
```

Summary:
E_HOMO ... -8.943 eV
Orbital gap ... 8.165 eV

Results of the Mulliken charge analysis, in e, for atoms 1 through 5: -0.890, -0.150, -0.214, -0.493, -0.231

---

(3)
# C34H52BMnN5O6P2SSe

A molecular structure, C34H52BMnN5O6P2SSe in a non-equilibrium geometry (wB97M-V/def2-TZVPD, the Open Molecules 2025 dataset).

The geometry in ORCA input format:
```
! RIJCOSX wB97M-V def2-TZVPD def2/J DEFGRID3
* xyz -1 5
Mn -0.7345 1.9649 -0.6999
C -0.2547 -4.3839 2.7082
C -1.2692 -3.4276 2.0120
C -1.3023 -3.8371 0.4860
C -2.6769 -3.6738 2.5670
P -0.9934 -1.5412 2.1305
C 0.3557 -1.5667 0.8475
N 1.2918 -0.4510 0.7228
B 1.0932 0.9012 0.2881
N 2.4036 1.5416 0.3619
C 2.7408 2.9278 0.2044
P 1.8574 3.4165 -1.3501
C 1.9694 5.2706 -1.4388
C 1.5500 5.6364 0.0000
C 0.8452 5.6686 -2.3556
C 3.2878 5.8306 -1.8127
C 2.8604 2.5927 -2.6562
C 2.2181 3.1568 -3.9022
C 4.3315 2.7767 -2.4774
C 2.4739 1.0563 -2.6720
C 3.3449 0.5147 0.5622
C 4.7423 0.5529 0.6354
C 5.4145 -0.6626 0.6594
C 4.8099 -1.8691 0.7952
C 3.4313 -1.9295 1.0302
C 2.6425 -0.7058 0.7884
C -0.1474 -1.1142 3.7634
C -1.0076 -1.6151 4.9193
C -0.1744 0.4272 3.7326
C 1.2481 -1.5088 3.9137
H -0.6269 -5.4259 2.5316
H -0.1354 -4.2522 3.7409
H 0.7622 -4.3388 2.3820
H -1.6634 -4.9126 0.4600
H -0.3230 -3.9323 0.0000
H -1.9658 -3.1550 -0.0420
H -2.8201 -4.7795 2.7221
H -3.5264 -3.1050 2.0224
H -2.7599 -3.2588 3.5747
H -0.2411 -1.7679 -0.0905
H 0.9902 -2.3920 1.1792
H 3.8536 2.9770 0.1111
H 2.4382 3.5201 1.0343
H 0.6106 5.1239 0.1639
H 1.4591 6.7787 -0.0400
H 2.2883 5.3953 0.7270
H -0.0648 5.3246 -1.8400
H 0.8353 5.1930 -3.3370
H 0.8356 6.7634 -2.5247
H 4.0223 5.4141 -1.1645
H 3.2310 6.9628 -1.7534
H 3.5301 5.6265 -2.8073
H 2.4638 4.2494 -4.0040
H 1.1244 2.9964 -3.9014
H 2.5555 2.7798 -4.8557
H 4.6615 3.8031 -2.4969
H 4.8973 2.2006 -3.2328
H 4.6784 2.3615 -1.5585
H 1.4340 0.7794 -2.4069
H 3.2287 0.4642 -2.1264
H 2.5212 0.7784 -3.6958
H 5.2864 1.4790 0.5454
H 6.4879 -0.5549 0.6612
H 5.3342 -2.7582 0.7941
H 2.8807 -2.9093 1.1230
H -2.0878 -1.4331 4.7507
H -0.7468 -1.0324 5.8096
H -0.8148 -2.6725 5.1452
H -1.2233 0.8042 3.7836
H 0.3350 0.8069 2.8659
H 0.2628 0.7876 4.6569
H 1.3548 -2.5595 4.3348
H 1.7809 -0.8697 4.6195
H 1.8701 -1.3486 3.0333
S -6.0908 -2.5632 -1.0707
C -4.6824 -1.5111 -0.9518
C -4.4451 -0.7244 0.1901
C -3.3981 0.1412 0.1625
N -2.5230 0.1607 -0.8292
C -2.7623 -0.5918 -1.9259
C -3.8871 -1.3823 -2.0575
C -5.4114 -4.1595 -1.2945
C -6.3338 -5.0876 -1.7622
C -5.8934 -6.3654 -2.0210
N -4.6382 -6.7747 -1.6403
C -3.8286 -5.9375 -1.0690
C -4.1316 -4.5712 -0.8851
H -5.2080 -0.8460 0.9274
H -3.1795 0.7575 0.9710
H -2.0204 -0.4981 -2.7568
H -3.9934 -2.1070 -2.9107
H -7.3420 -4.6651 -1.9988
H -6.5663 -7.0535 -2.5123
H -2.8439 -6.3034 -0.7660
H -3.5440 -3.8829 -0.3398
O -1.6349 1.8651 1.3566
N -1.2658 2.9392 1.8651
O -0.3961 3.4960 1.1915
O -0.5240 1.8083 -2.8602
Se -1.9480 2.7447 -3.0023
O -3.2455 1.9274 -3.3637
O -2.0832 3.2781 -1.4243
O -1.5461 4.0454 -3.8797
*
```

Summary:
E_HOMO (spin up / spin down) ... -5.394 / -5.603 eV
Orbital gap (spin up / spin down) ... 7.158 / 7.731 eV

Results of the Mulliken charge analysis, in e, for atoms 1 through 5: 1.449, -1.819, 2.270, -1.473, -1.481

---

(4)
# C34H52BrFN3O3S

4 unconnected molecules or ions with the total composition C34H52BrFN3O3S in a non-equilibrium geometry (wB97M-V/def2-TZVPD, the Open Molecules 2025 dataset).

The geometry in ORCA input format:
```
! RIJCOSX wB97M-V def2-TZVPD def2/J DEFGRID3
* xyz 1 1
C -5.4189 8.7891 4.0086
C -5.5862 7.7453 2.8950
C -4.6309 8.0493 1.7398
C -4.9795 7.2456 0.4879
C -4.9703 5.7305 0.7909
C -4.6652 4.9114 -0.4680
C -3.9874 3.5564 -0.1183
C -2.9696 3.2686 -1.1878
N -2.1723 1.9775 -1.0638
C -0.9071 2.1882 -1.8363
C -0.1135 0.9275 -2.0562
C 1.0639 1.2494 -2.9977
F -0.9227 0.0038 -2.6910
C -1.9044 1.6236 0.2177
N -2.6915 0.8367 0.8759
Br -4.2296 0.0756 0.1728
N -0.7166 2.0257 0.8844
C 0.0377 0.8960 1.4659
O -0.3187 0.6311 2.8035
C -0.4353 -0.7666 3.0807
C 0.8592 -1.5262 2.8562
S -0.9030 3.3499 1.9550
C -2.1353 3.0560 3.2009
O -1.1927 4.5032 1.1821
O 0.3323 3.4429 2.6341
H -6.1974 8.6290 4.7473
H -4.4329 8.7127 4.4492
H -5.5663 9.7738 3.5779
H -5.3710 6.7757 3.3326
H -6.6012 7.7734 2.5100
H -4.6351 9.1079 1.4944
H -3.6198 7.8121 2.0688
H -5.9618 7.4993 0.1022
H -4.1901 7.4139 -0.2369
H -4.2031 5.5700 1.5458
H -5.9304 5.4061 1.1752
H -5.5935 4.6753 -0.9760
H -4.0550 5.4786 -1.1603
H -4.7827 2.8249 -0.0789
H -3.5585 3.6912 0.8638
H -3.5212 3.1804 -2.1186
H -2.2841 4.0981 -1.3170
H -1.2410 2.5086 -2.8183
H -0.3111 3.0031 -1.4423
H 0.3227 0.5296 -1.1455
H 2.0173 1.0686 -2.5239
H 0.9719 0.7222 -3.9357
H 1.0310 2.3047 -3.2541
H -2.4885 0.5591 1.8312
H -0.2163 0.0163 0.8787
H 1.1086 1.0424 1.3686
H -0.6840 -0.8491 4.1315
H -1.2641 -1.2290 2.5356
H 1.7115 -0.9280 3.1528
H 0.8537 -2.4961 3.3339
H 0.9491 -1.7195 1.7883
H -2.0729 2.0639 3.6277
H -3.1463 3.2661 2.8721
H -1.8890 3.7696 3.9762
C 2.0294 -2.5341 -2.1732
C 2.7102 -2.2879 -0.9883
C 4.0564 -2.6079 -0.8782
C 4.7234 -3.1678 -1.9584
C 4.0438 -3.4116 -3.1441
C 2.6960 -3.0985 -3.2512
H 0.9773 -2.2867 -2.2586
H 2.1909 -1.8464 -0.1464
H 4.5853 -2.4213 0.0478
H 5.7742 -3.4143 -1.8765
H 4.5665 -3.8467 -3.9862
H 2.1658 -3.2935 -4.1744
C 5.6502 -6.5427 -5.4538
C 6.3302 -6.2959 -4.2694
C 7.6759 -6.6171 -4.1599
C 8.3440 -7.1776 -5.2392
C 7.6651 -7.4212 -6.4250
C 6.3176 -7.1074 -6.5316
H 4.5990 -6.2955 -5.5374
H 5.8097 -5.8543 -3.4285
H 8.2043 -6.4303 -3.2338
H 9.3944 -7.4247 -5.1561
H 8.1870 -7.8572 -7.2669
H 5.7876 -7.3026 -7.4548
C 0.1850 -5.7221 2.5470
C -0.1006 -6.6250 3.5617
C 0.8743 -7.5139 3.9920
C 2.1360 -7.4942 3.4134
C 2.4224 -6.5892 2.4009
C 1.4460 -5.7054 1.9648
H -0.5772 -5.0305 2.2074
H -1.0828 -6.6372 4.0166
H 0.6510 -8.2226 4.7786
H 2.8966 -8.1853 3.7522
H 3.4066 -6.5737 1.9507
H 1.6678 -5.0028 1.1698
*
```

Summary:
E_HOMO ... -10.604 eV
Orbital gap ... 6.390 eV

Results of the Mulliken charge analysis, in e, for atoms 1 through 5: -1.357, -0.210, -0.888, -0.731, -0.302

---

Number 1: total energy -4519.31678 hartree. Number 2: total energy -4716.36423 hartree. Number 3: total energy -6710.09761 hartree. Number 4: total energy -4788.44276 hartree.